Formula: C12H28AgClN4O4
Source: the OMol25 dataset
Level of theory: ωB97M-V/def2-TZVPD

The geometry in ORCA input format:
```
! RIJCOSX wB97M-V def2-TZVPD def2/J DEFGRID3
* xyz 0 1
Ag 0.68 -3.11 0.92
Cl -0.41 -1.61 -0.98
C 3.85 -0.26 2.93
C 3.19 -0.79 1.67
O 2.44 -1.76 1.73
N 3.61 -0.27 0.50
C 3.23 -0.78 -0.82
H 4.40 -1.04 3.45
H 3.15 0.12 3.67
H 4.59 0.49 2.64
H 3.74 0.74 0.48
H 2.21 -0.46 -1.03
H 3.30 -1.86 -0.90
H 3.95 -0.37 -1.52
C -0.34 0.08 2.30
C -0.46 -1.08 3.24
O -0.14 -2.23 2.93
N -0.94 -0.81 4.46
C -1.29 -1.83 5.44
H 0.63 0.58 2.27
H -1.11 0.78 2.63
H -0.58 -0.25 1.29
H -1.03 0.12 4.82
H -0.65 -1.73 6.32
H -1.30 -2.87 5.15
H -2.29 -1.52 5.78
C -2.85 -1.03 -4.25
C -3.68 -0.01 -3.51
O -4.41 0.76 -4.13
N -3.46 0.09 -2.18
C -4.17 0.95 -1.27
H -1.94 -1.34 -3.73
H -2.68 -0.64 -5.25
H -3.41 -1.94 -4.47
H -2.65 -0.43 -1.88
H -4.16 0.49 -0.28
H -5.22 1.07 -1.54
H -3.66 1.92 -1.22
C 0.66 2.53 -0.39
C 0.96 2.46 -1.89
O 1.46 3.44 -2.43
N 0.71 1.28 -2.46
C 0.97 1.00 -3.87
H -0.43 2.39 -0.32
H 0.99 3.47 0.03
H 1.14 1.70 0.13
H 0.31 0.58 -1.85
H 0.04 1.22 -4.39
H 1.38 0.01 -4.03
H 1.66 1.77 -4.22
*
```

The LUMO energy comes out at -0.34 eV. Its HOMO-LUMO gap is 0.31508 hartree. The calculation puts the max |F| at 1.74 eV Å⁻¹. The value obtained for the energy relative to the best compared isomer or geometry (same formula, charge and spin) is 0.8773 eV.

Formula: C12H28AgF6O8
Source: the OMol25 dataset
Level of theory: ωB97M-V/def2-TZVPD

The geometry in ORCA input format:
```
! RIJCOSX wB97M-V def2-TZVPD def2/J DEFGRID3
* xyz 0 2
Ag 0.41 -0.43 -0.64
C -0.50 -1.30 2.73
O -1.74 -0.71 3.14
O -0.38 -1.13 1.42
C 0.65 -0.67 3.54
F 0.47 0.66 3.76
F 0.82 -1.22 4.75
F 1.85 -0.75 2.90
C -2.04 -0.73 4.53
C -3.49 -0.39 4.65
H -4.09 -1.11 4.10
H -3.91 -0.68 5.63
H -3.66 0.66 4.44
H -1.41 -0.03 5.09
H -1.81 -1.68 5.02
H -0.59 -2.38 2.94
C 1.31 1.23 -3.02
O 1.02 1.86 -1.74
O 1.10 -0.10 -2.84
C 0.60 1.89 -4.23
F 0.08 1.04 -5.14
F -0.49 2.60 -3.79
F 1.41 2.75 -4.85
C 1.08 3.27 -1.67
C 1.22 3.61 -0.20
H 0.52 3.14 0.49
H 2.21 3.33 0.16
H 1.09 4.67 0.02
H 0.21 3.80 -2.07
H 1.93 3.76 -2.16
H 2.37 1.48 -3.08
C -2.34 -2.72 -1.34
O -1.32 -1.90 -1.91
H -2.27 -2.70 -0.26
H -3.32 -2.41 -1.70
H -2.26 -3.76 -1.68
H -1.41 -1.94 -2.86
C -2.43 1.28 -1.72
O -1.71 0.73 -0.61
H -2.70 2.33 -1.54
H -1.82 1.22 -2.61
H -3.41 0.81 -1.84
H -2.23 1.03 0.15
C 3.62 0.23 0.10
O 2.24 0.38 0.46
H 3.77 0.67 -0.88
H 4.35 0.61 0.81
H 3.83 -0.84 -0.03
H 2.21 -0.01 1.35
C 2.02 -3.31 -1.62
O 1.33 -2.62 -0.57
H 3.08 -3.27 -1.39
H 1.56 -4.30 -1.73
H 1.93 -2.77 -2.56
H 1.03 -3.19 0.14
*
```

As for the expectation value of S²: 0.7551. The LUMO energy (alpha / beta) comes out at 0.59 / -2.57 eV. Its HOMO-LUMO gap (alpha / beta) is 0.34579 / 0.21593 hartree. The calculation puts the max |F| at 2.44 eV Å⁻¹. The value obtained for the energy relative to the best compared isomer or geometry (same formula, charge and spin) is 1.2639 eV.

Formula: C12H28BLuN2O2P2
Source: the OMol25 dataset
Level of theory: ωB97M-V/def2-TZVPD

The geometry in ORCA input format:
```
! RIJCOSX wB97M-V def2-TZVPD def2/J DEFGRID3
* xyz 0 1
C 0.87 -1.53 -3.33
C 0.87 -1.28 -1.97
N -0.30 -1.20 -1.26
C -1.46 -1.50 -1.90
C -1.50 -1.78 -3.26
C -0.33 -1.77 -4.00
C 2.22 -1.21 -1.28
P 2.36 -0.22 0.29
Lu -0.31 0.07 0.69
P -2.98 -0.76 0.44
C -2.78 -1.62 -1.14
O 2.77 4.18 -2.07
O -0.20 2.45 0.19
H 1.83 -1.54 -3.85
H -2.47 -2.01 -3.71
H -0.34 -1.95 -5.07
C 3.52 -1.23 1.27
C 3.38 1.21 -0.20
H -3.60 -1.27 -1.78
H -2.98 -2.69 -0.91
H 2.91 -0.82 -1.92
H 2.55 -2.23 -1.01
C -4.48 -1.20 1.27
C -2.94 1.02 0.11
H 0.03 4.97 -0.27
H 0.29 3.29 0.30
H 3.24 4.64 -2.71
H 1.83 4.20 -2.34
H -1.91 -1.19 1.32
H -0.05 5.73 0.24
H 4.52 -0.78 1.26
H 3.14 -1.26 2.29
H 3.57 -2.26 0.88
H 4.37 0.89 -0.56
H 2.87 1.82 -0.97
H 3.49 1.84 0.69
H -4.00 1.33 0.07
H -2.44 1.60 0.91
H -2.45 1.28 -0.84
H -5.25 -0.44 1.09
H -4.84 -2.18 0.93
H -4.27 -1.25 2.35
B 0.26 -0.60 5.47
C 0.11 -0.49 3.97
N 0.00 -0.41 2.79
H 1.29 -1.20 5.70
H -0.71 -1.19 5.90
H 0.31 0.53 5.92
*
```

The LUMO energy (alpha / beta) comes out at -0.04 / 0.07 eV. Its HOMO-LUMO gap (alpha / beta) is 0.13729 / 0.16379 hartree. The calculation puts the max |F| at 4.61 eV Å⁻¹. The value obtained for the energy relative to the best compared isomer or geometry (same formula, charge and spin) is 3.9613 eV.

Formula: C12H28ClO3P2Pd
Source: the OMol25 dataset
Level of theory: ωB97M-V/def2-TZVPD

The geometry in ORCA input format:
```
! RIJCOSX wB97M-V def2-TZVPD def2/J DEFGRID3
* xyz 3 5
C -2.55 -3.51 -0.73
C -2.17 -2.28 -0.05
H -3.49 -3.55 -1.14
H -2.32 -4.21 0.13
H -1.71 -3.67 -1.50
O -2.71 -1.19 0.07
Cl -0.53 -3.28 0.18
Pd 0.17 0.94 0.00
P -0.66 -0.45 2.14
C -1.75 0.80 2.93
C -1.41 -1.98 2.87
H -1.38 -1.97 3.97
H 0.74 -0.60 4.17
H -0.85 -2.84 2.50
H 1.59 -0.98 2.64
H -2.73 0.77 2.45
H -2.46 -2.10 2.56
C 0.87 -0.31 3.12
H -1.89 0.61 4.00
H 1.27 0.71 3.06
H -1.32 1.80 2.79
P 0.19 -0.30 -2.31
C -0.45 1.07 -3.32
C 1.99 -0.29 -2.60
H 0.04 -2.69 -2.74
H -0.02 -1.75 -4.27
H -1.47 -1.85 -3.24
C -0.37 -1.79 -3.22
H 2.42 -0.88 -1.78
H 2.25 -0.74 -3.57
H -0.16 0.94 -4.37
H -0.04 2.01 -2.93
H 2.37 0.74 -2.55
H -1.54 1.09 -3.23
C -1.77 1.49 -0.35
O -2.73 2.15 -0.47
C 1.24 3.09 1.19
C 1.90 2.32 0.06
C 3.42 2.36 -0.06
O 2.12 0.92 0.48
H 1.68 2.80 2.15
H 0.14 2.97 1.20
H 1.47 4.12 0.96
H 1.37 2.46 -0.93
H 3.85 2.05 0.91
H 3.75 1.64 -0.87
H 3.63 3.37 -0.32
*
```

As for the expectation value of S²: 6.0206. The LUMO energy (alpha / beta) comes out at -10.04 / -15.34 eV. Its HOMO-LUMO gap (alpha / beta) is 0.33772 / 0.15823 hartree. The calculation puts the max |F| at 6.46 eV Å⁻¹.

Formula: C12H28FIN3O9
Source: the OMol25 dataset
Level of theory: ωB97M-V/def2-TZVPD

The geometry in ORCA input format:
```
! RIJCOSX wB97M-V def2-TZVPD def2/J DEFGRID3
* xyz 1 1
C 4.34 -0.79 0.89
C 2.84 -0.36 1.43
O 2.24 -1.16 2.34
O 2.10 0.82 0.95
C 1.32 0.44 -0.25
C -0.20 -0.05 0.09
C -1.56 0.86 0.15
C -1.28 2.49 -0.12
N -2.97 0.53 0.40
N -3.28 -0.77 0.67
C -4.78 -1.05 0.93
C -5.15 -0.86 2.55
O -4.40 -0.06 3.35
I -6.87 -1.99 3.36
C -2.20 -1.79 0.71
C -2.68 -3.34 1.11
C -2.83 -4.26 -0.24
F -3.28 -3.42 -1.40
C -0.60 -1.65 0.42
N 0.44 -2.77 0.45
H 5.15 -0.33 1.60
H 4.54 -0.45 -0.22
H 4.41 -1.96 0.89
H 1.94 -0.39 -0.84
H 1.26 1.38 -0.95
H -0.71 2.98 0.79
H -2.29 3.07 -0.25
H -0.61 2.60 -1.10
H -5.11 -2.10 0.57
H -5.41 -0.25 0.33
H -3.58 -3.37 1.85
H -1.75 -3.80 1.71
H -3.51 -5.21 -0.07
H -1.75 -4.68 -0.48
H 0.18 -3.46 -0.31
H 1.37 -2.38 0.19
O 0.93 4.21 -1.37
H 1.63 4.31 -2.04
H 1.42 4.22 -0.53
O 3.08 2.60 -3.11
H 2.54 2.60 -3.92
H 3.76 1.94 -3.29
O 1.59 -0.87 5.19
H 1.75 -0.93 4.24
H 2.44 -1.15 5.58
O -0.16 7.16 -0.67
H 0.66 7.39 -0.20
H -0.12 6.19 -0.73
O 0.50 -0.10 -2.91
H 0.16 -0.78 -3.51
H -0.28 0.41 -2.66
O 4.70 0.43 -3.78
H 5.10 -0.19 -3.15
H 4.98 0.09 -4.64
*
```

The LUMO energy comes out at -4.85 eV. Its HOMO-LUMO gap is 0.28978 hartree. The calculation puts the max |F| at 9.68 eV Å⁻¹.

Formula: C12H28N4O4Rb
Source: the OMol25 dataset
Level of theory: ωB97M-V/def2-TZVPD

The geometry in ORCA input format:
```
! RIJCOSX wB97M-V def2-TZVPD def2/J DEFGRID3
* xyz 2 2
Rb -1.16 -1.65 -0.93
C 2.43 -3.62 -0.76
O 1.67 -2.83 -1.25
N 2.11 -4.25 0.44
C 2.82 -5.45 0.78
C 0.91 -3.86 1.19
H 3.41 -3.84 -1.21
H 2.82 -6.16 -0.05
H 2.48 -5.98 1.67
H 3.84 -5.19 1.03
H 1.37 -3.56 2.13
H 0.35 -3.06 0.70
H 0.33 -4.78 1.28
C 1.95 0.99 0.29
O 1.08 0.16 -0.09
N 2.21 1.25 1.57
C 2.98 2.26 2.09
C 1.52 0.48 2.56
H 2.59 1.54 -0.42
H 3.93 1.99 2.53
H 2.51 3.00 2.74
H 3.25 2.90 1.24
H 0.50 0.29 2.22
H 2.08 -0.39 2.89
H 1.37 1.06 3.47
C -3.33 1.51 0.22
O -2.98 0.48 -0.36
N -3.15 1.69 1.54
C -3.48 2.84 2.31
C -2.52 0.64 2.36
H -3.71 2.37 -0.35
H -4.11 3.61 1.88
H -2.59 3.32 2.73
H -3.84 2.53 3.29
H -3.33 0.10 2.85
H -1.97 -0.07 1.74
H -1.79 0.98 3.09
C -1.30 0.02 -3.92
O -0.43 -0.75 -3.69
N -1.04 1.33 -4.07
C -2.20 2.26 -4.03
C 0.29 1.97 -3.87
H -2.34 -0.28 -4.10
H -2.21 2.99 -4.84
H -2.21 2.91 -3.15
H -3.22 1.88 -4.03
H 1.03 1.16 -3.90
H 0.62 2.52 -4.76
H 0.48 2.65 -3.04
*
```

As for the expectation value of S²: 0.7682. The LUMO energy (alpha / beta) comes out at -6.31 / -11.05 eV. Its HOMO-LUMO gap (alpha / beta) is 0.27652 / 0.10232 hartree. The calculation puts the max |F| at 4.57 eV Å⁻¹.

Formula: C12H28N6O6PrS
Source: the OMol25 dataset
Level of theory: ωB97M-V/def2-TZVPD

The geometry in ORCA input format:
```
! RIJCOSX wB97M-V def2-TZVPD def2/J DEFGRID3
* xyz 1 3
O 0.76 -4.03 -2.79
H 0.82 -4.37 -3.69
Pr 0.58 -0.48 -0.84
N 1.42 0.49 1.64
N 0.33 -1.59 1.23
N -0.71 1.68 -0.95
N -1.70 -0.56 -1.46
O 2.32 1.47 1.44
O -0.16 2.95 -0.64
O -1.89 -1.83 -2.13
O 0.11 -2.51 0.32
C 1.24 -1.75 2.24
C 1.80 -0.50 2.56
C -1.92 1.76 -1.53
C -2.43 0.47 -1.91
C 2.63 -0.13 3.72
H 2.08 0.59 4.36
H 3.56 0.36 3.38
H 2.87 -1.01 4.32
C 1.61 -3.07 2.85
H 2.10 -3.73 2.12
H 0.74 -3.60 3.26
H 2.32 -2.93 3.68
C -2.65 3.03 -1.77
C -3.63 0.31 -2.77
H -1.99 3.87 -1.56
H -3.54 3.09 -1.12
H -3.02 3.08 -2.80
H -4.00 -0.72 -2.74
H -3.38 0.56 -3.82
H -4.43 1.00 -2.46
H 0.33 2.81 0.19
H -1.84 -2.49 -1.42
C 1.49 -2.80 -2.72
H 1.83 -2.70 -1.67
H 0.85 -1.95 -3.02
H 2.39 -2.81 -3.36
O 2.26 1.35 -1.15
H 1.90 2.16 -1.54
H 2.36 1.51 -0.14
C -2.29 3.58 4.12
N -1.84 3.09 2.80
C -0.56 2.73 2.51
S -0.32 1.04 2.12
N 0.39 3.65 2.52
C 0.18 5.06 2.82
H -1.45 3.99 4.69
H -2.73 2.75 4.68
H -3.05 4.37 3.99
H -2.53 2.47 2.38
H 1.33 3.30 2.37
H 0.49 5.28 3.85
H 0.77 5.68 2.14
H -0.88 5.30 2.70
*
```

As for the expectation value of S²: 2.0172. The LUMO energy (alpha / beta) comes out at -4.54 / -4.56 eV. Its HOMO-LUMO gap (alpha / beta) is 0.13558 / 0.13469 hartree. The calculation puts the max |F| at 4.55 eV Å⁻¹. The value obtained for the energy relative to the best compared isomer or geometry (same formula, charge and spin) is 0.0000 eV.

Formula: C12H28O3Si2
Source: the OMol25 dataset
Level of theory: ωB97M-V/def2-TZVPD

The geometry in ORCA input format:
```
! RIJCOSX wB97M-V def2-TZVPD def2/J DEFGRID3
* xyz 0 1
C 1.58 -3.03 -0.31
C 1.38 -2.37 -1.66
O 0.32 -2.17 -2.06
O 2.49 -2.07 -2.38
C 3.24 -0.96 -1.85
C 2.55 0.38 -2.18
C 2.19 1.29 -0.99
C 1.71 0.58 0.27
C 1.12 1.56 1.28
C 1.09 0.91 2.68
Si -0.38 1.43 3.75
O -1.73 1.83 2.84
Si -2.42 0.53 2.03
C -2.20 0.81 0.18
C -3.32 0.19 -0.69
C -3.14 0.72 -2.14
C -3.04 -1.33 -0.75
H 2.16 -2.37 0.33
H 2.12 -3.97 -0.43
H 0.62 -3.20 0.14
H 3.49 -1.09 -0.80
H 4.18 -1.00 -2.39
H 3.25 0.94 -2.79
H 1.71 0.19 -2.84
H 3.03 1.95 -0.77
H 1.37 1.93 -1.32
H 1.03 -0.24 0.08
H 2.60 0.18 0.76
H 0.16 1.93 0.95
H 1.79 2.42 1.28
H 1.98 1.25 3.21
H 1.20 -0.17 2.60
H 0.03 2.63 4.51
H -0.71 0.35 4.71
H -3.84 0.41 2.44
H -1.77 -0.73 2.47
H -1.25 0.41 -0.15
H -2.25 1.89 0.03
H -4.32 0.39 -0.31
H -2.58 1.65 -2.08
H -4.08 0.97 -2.62
H -2.53 0.02 -2.70
H -3.13 -1.79 0.23
H -2.02 -1.44 -1.09
H -3.70 -1.83 -1.45
*
```

The LUMO energy comes out at 0.78 eV. Its HOMO-LUMO gap is 0.40226 hartree. The calculation puts the max |F| at 4.96 eV Å⁻¹.

Formula: C12H28O6Sn
Source: the OMol25 dataset
Level of theory: ωB97M-V/def2-TZVPD

The geometry in ORCA input format:
```
! RIJCOSX wB97M-V def2-TZVPD def2/J DEFGRID3
* xyz 2 1
Sn -3.99 1.57 6.69
C -4.41 -2.35 6.68
O -3.70 -1.49 7.55
C -4.30 -1.51 8.89
C -3.47 -0.67 9.81
O -3.71 0.68 9.46
C -3.28 1.64 10.38
C -3.41 3.01 9.75
O -4.73 3.11 9.22
C -5.73 3.51 10.15
H -4.27 -3.38 7.02
H -4.04 -2.32 5.65
H -5.49 -2.20 6.67
H -4.21 -2.51 9.33
H -5.33 -1.19 8.73
H -2.41 -0.90 9.71
H -3.68 -1.01 10.83
H -2.27 1.57 10.80
H -3.88 1.66 11.30
H -2.74 3.14 8.89
H -3.16 3.83 10.42
H -6.31 4.27 9.63
H -5.34 4.04 11.03
H -6.40 2.77 10.60
C -4.14 5.55 7.15
O -4.95 4.50 6.66
C -5.99 4.91 5.78
C -6.72 3.62 5.44
O -5.83 2.71 4.79
C -6.30 2.05 3.64
C -5.19 1.10 3.27
O -5.01 0.12 4.32
C -5.92 -0.95 4.20
H -4.65 6.44 7.54
H -3.58 5.85 6.26
H -3.48 5.22 7.96
H -5.61 5.42 4.89
H -6.66 5.65 6.23
H -7.65 3.78 4.89
H -6.99 3.10 6.36
H -6.59 2.68 2.80
H -7.19 1.45 3.87
H -4.25 1.62 3.06
H -5.27 0.48 2.37
H -5.78 -1.58 3.32
H -6.98 -0.76 4.37
H -5.77 -1.66 5.01
*
```

The LUMO energy comes out at -9.30 eV. Its HOMO-LUMO gap is 0.25762 hartree. The calculation puts the max |F| at 2.60 eV Å⁻¹. The value obtained for the energy relative to the best compared isomer or geometry (same formula, charge and spin) is 2.0605 eV.

Formula: C12H29BNO5S2
Source: the OMol25 dataset
Level of theory: ωB97M-V/def2-TZVPD

The geometry in ORCA input format:
```
! RIJCOSX wB97M-V def2-TZVPD def2/J DEFGRID3
* xyz -1 1
C 3.50 -1.60 0.52
C 1.99 -1.43 0.71
N 1.61 -0.05 0.83
B 0.08 0.19 1.05
O -0.70 -0.35 -0.13
C -1.81 -1.14 0.18
C -1.46 -2.58 0.53
H 3.77 -2.65 0.52
H 3.74 -1.20 -0.47
H 4.06 -1.02 1.25
H 1.52 -1.95 -0.13
H 1.67 -1.94 1.63
H 1.89 0.45 -0.01
H -0.05 1.43 1.07
H -0.30 -0.27 2.11
H -2.45 -0.70 0.95
H -2.42 -1.19 -0.72
H -1.18 -3.11 -0.37
H -0.69 -2.64 1.29
H -2.37 -3.05 0.91
C -1.44 -1.89 -5.26
C -2.57 -1.62 -6.26
C -3.90 -1.69 -5.49
S -3.51 -1.21 -3.80
O -3.74 -2.35 -2.96
O -4.10 0.07 -3.52
C -1.75 -1.02 -4.04
H -0.46 -1.65 -5.68
H -1.44 -2.94 -4.97
H -2.45 -0.62 -6.70
H -2.56 -2.34 -7.09
H -4.64 -1.01 -5.89
H -4.30 -2.70 -5.47
H -1.23 -1.33 -3.13
H -1.56 0.03 -4.24
C 1.76 2.13 3.38
C 1.79 3.61 2.97
C 1.51 4.44 4.23
S 2.10 3.46 5.62
O 0.98 3.10 6.45
O 3.27 4.09 6.20
C 2.59 2.03 4.65
H 2.14 1.48 2.59
H 0.73 1.82 3.57
H 2.78 3.86 2.58
H 1.06 3.82 2.19
H 2.04 5.39 4.23
H 0.45 4.61 4.38
H 2.41 1.13 5.23
H 3.66 2.14 4.44
*
```

The LUMO energy comes out at 2.29 eV. Its HOMO-LUMO gap is 0.23916 hartree. The calculation puts the max |F| at 0.96 eV Å⁻¹. The value obtained for the energy relative to the best compared isomer or geometry (same formula, charge and spin) is 0.1161 eV.